Entry 1:
78
Properties=species:S:1:pos:R:3 method="wB97M-V/def2-TZVPD" total_charge=0 de_lowest_kj_mol=144.2 homo_lumo_gap_ev=10.000 smiles=CC(C)O.CC(C)O.CC(C)O.CC(C)O.CC(C)O.CCO.CCO
H 1.553 -5.142 -2.684
O -0.668 1.184 5.166
H -3.792 0.107 -0.617
H -4.786 -1.203 0.011
C -1.414 -1.982 -2.175
H 0.188 4.256 1.766
H 3.496 -2.766 -2.911
H -1.512 4.357 2.162
H 3.892 -0.194 3.015
C 2.033 -4.331 -2.144
H 1.881 -2.780 0.699
O 1.821 1.645 -0.716
H 5.002 -0.930 1.804
H -3.224 3.760 0.268
H 0.884 -0.285 -0.784
O 0.518 -1.128 -1.020
C 1.911 1.422 -3.067
C -2.466 3.906 -0.468
H -4.985 2.003 -2.109
H -1.006 0.077 2.099
H 2.587 1.152 -3.878
H 4.943 -1.508 3.565
H 1.225 0.609 -2.916
H 2.756 -2.538 3.109
C 2.502 -1.920 1.051
H 3.079 -4.001 -0.543
C 0.389 -0.796 4.178
H -2.577 3.136 -1.212
H 1.236 2.442 -0.736
H 0.438 -1.269 5.162
H -0.767 0.797 6.048
H -1.667 -0.479 4.564
C 3.406 -2.246 2.222
C 4.381 -1.165 2.699
H 3.258 -0.393 -1.508
H 0.275 -1.596 3.443
C 3.778 0.606 -1.486
H 1.384 2.370 -3.335
H 3.195 -1.748 0.223
O -7.182 -0.164 -0.688
C -5.917 1.498 -1.845
C -0.909 -0.898 -1.235
H -0.779 5.666 1.177
C -0.821 0.134 4.246
H 3.754 -4.312 -3.615
H -6.269 0.995 -2.757
H -1.137 0.113 -1.591
H -1.344 -2.979 -1.777
H -5.826 0.987 0.204
H -1.027 2.652 0.541
O 4.080 -3.444 1.828
H 1.201 -3.674 -1.859
H -2.569 4.915 -0.889
H -0.192 1.476 2.775
H 3.211 2.646 -1.895
H -7.321 -0.622 -1.527
H 1.311 -0.226 4.017
C -0.790 4.576 1.346
H 0.020 4.508 -1.350
C -5.899 0.467 -0.725
O 2.712 -4.717 -0.991
C -1.067 3.695 0.167
H 4.094 0.700 -0.452
H 4.681 -3.751 2.510
H 2.334 -3.315 -3.951
H -1.960 1.401 2.880
H -0.827 -1.926 -3.122
H -6.654 2.286 -1.631
H -4.651 -0.913 -1.769
H -1.399 -0.979 -0.234
H 1.851 -1.071 1.291
C -4.707 -0.461 -0.786
C 2.728 1.664 -1.812
H 4.679 0.626 -2.090
C 2.976 -3.693 -3.161
C -1.060 0.793 2.910
O 0.023 3.724 -0.767
H -2.497 -1.806 -2.318

=====

Entry 2:
85
Properties=species:S:1:pos:R:3 method="wB97M-V/def2-TZVPD" total_charge=0 de_lowest_kj_mol=2389.1 homo_lumo_gap_ev=7.485
H -2.498 0.235 0.971
H 0.872 1.272 -0.897
H -2.662 -3.257 2.302
H 0.208 2.752 -1.686
H 1.356 2.633 4.064
H -3.983 2.543 1.603
N 2.936 0.118 -1.993
H -3.162 -0.614 4.497
H 4.014 0.460 1.187
C 6.126 -0.723 -0.063
C -2.733 -1.133 2.634
H 1.799 -1.908 -3.239
H -0.799 -5.121 1.459
H 0.470 -0.128 2.984
H -3.883 -2.481 1.326
H 1.534 3.529 -0.537
H -2.819 3.370 2.434
H 0.602 0.323 1.458
N -1.109 -1.082 -1.002
H 0.094 -5.360 0.053
H -0.562 1.196 -4.522
O -1.116 -3.040 -0.950
C 1.441 0.554 -0.305
O -2.536 1.273 2.514
H 0.937 -1.148 -2.017
N 0.912 0.559 2.390
C -2.880 -2.354 1.733
H -2.566 2.690 0.856
H 2.923 -0.876 -1.819
N -3.553 -1.248 3.815
H -1.789 0.196 -4.169
C 1.256 -0.983 -3.046
N -0.648 0.871 -0.226
H -0.424 3.041 4.189
C 3.834 0.045 0.195
C 0.328 2.276 3.996
H -0.133 3.781 1.835
C 2.838 0.729 -0.718
C -0.775 0.390 -3.820
H -4.134 0.282 1.784
H 2.036 -0.229 -3.148
H -0.918 1.078 -1.177
C -2.927 2.452 1.857
O 5.043 0.064 -0.570
H 0.114 -2.862 0.627
H 5.928 -1.789 0.055
H 1.134 -0.489 -0.381
C -0.727 -0.352 0.026
H 3.943 0.166 -2.040
C 0.049 1.740 2.629
H -0.511 -1.761 -3.743
C 0.082 -0.868 -3.940
H 1.495 3.082 1.711
H 6.846 -0.745 -0.881
H -1.703 -1.125 2.989
C -0.813 -4.864 0.400
H -3.390 -2.192 4.134
H 6.596 -0.277 0.813
H 3.608 -1.012 0.333
O -1.056 0.773 -2.484
H -0.155 4.196 -0.833
H 0.649 -2.150 -5.297
C 0.430 2.877 1.602
H -1.715 -5.305 -0.025
C 0.497 3.323 -0.804
C -3.060 0.138 1.900
H -0.288 1.507 0.471
H -0.541 2.736 -2.460
H -1.524 -2.788 0.995
H 3.070 1.793 -0.757
H 0.021 -0.822 -6.047
C -1.447 2.145 -2.325
O 0.071 2.515 0.295
H 0.183 1.517 4.765
N 0.627 -1.141 -5.304
H -1.097 -0.658 -1.919
H -1.060 -2.089 -0.932
C -0.831 -3.334 0.356
H -1.777 2.504 -1.350
H 1.340 0.898 0.724
H -2.241 -2.264 0.855
O -0.400 -0.781 1.118
H -1.018 1.519 2.635
H -2.020 -3.267 -1.180
H -2.264 2.479 -2.964

=====

Entry 3:
94
Properties=species:S:1:pos:R:3 method="wB97M-V/def2-TZVPD" total_charge=0 homo_lumo_gap_ev=9.002
C 0.409 -2.620 2.980
H -0.328 1.537 2.631
H -0.846 -0.945 -9.246
N -3.702 2.405 3.099
H -0.954 0.324 1.900
H 3.064 -0.009 -5.256
O -0.109 2.239 -3.620
O 0.904 -0.114 -0.875
O 0.525 2.779 1.597
H 5.201 0.134 -3.013
H 2.954 1.339 2.560
H 1.898 -4.198 3.330
C 1.307 -1.332 -5.405
H -1.702 -0.140 -7.816
H -2.983 -1.464 2.367
O -1.337 0.245 -1.828
O -0.709 -4.061 4.594
O 3.209 -1.309 -0.722
O 0.115 -0.984 -7.461
N 1.238 -1.404 2.915
H -4.608 2.623 6.357
H 1.937 -3.647 1.692
H 1.922 1.560 0.581
H 1.297 5.117 -2.684
C -4.588 2.956 5.314
C 2.964 3.092 1.701
H -0.100 -0.099 3.251
F -0.760 -2.136 -3.001
H -4.604 2.163 2.703
C 1.262 -3.794 2.533
H 0.353 3.708 1.765
H -4.600 -0.899 2.442
H 1.900 -2.248 -7.140
C -0.594 -2.260 -1.709
H 2.280 -0.977 -0.657
H 3.881 3.127 1.102
F -1.602 -2.964 -1.218
H 0.732 -2.668 5.081
H -0.860 -1.993 4.529
C -1.586 -4.076 5.696
H 1.745 2.930 -2.974
H -5.600 2.979 4.914
H -4.223 3.985 5.318
F 0.560 -2.845 -1.415
N 2.187 -2.279 -6.161
H -2.613 2.023 4.851
C -0.124 -2.797 4.407
C -4.207 0.579 4.647
H 4.056 -2.188 -2.332
C 0.385 4.583 -2.937
H -4.228 0.266 5.694
H -1.681 0.727 3.313
H -1.080 -3.918 6.654
H 2.044 -1.471 3.538
C -1.094 -0.966 -8.188
H -0.500 -2.323 -6.124
H -1.476 4.592 -2.503
H -2.434 -3.391 5.594
H -4.087 -2.120 3.638
O 3.075 2.247 2.853
H -1.989 -5.090 5.690
H 1.222 -1.709 -4.388
H 5.583 -0.516 -1.423
H 1.618 3.167 -0.013
H -0.679 -0.634 -5.518
O -0.703 4.947 -2.053
H 1.763 -1.354 2.043
C 4.773 -0.106 -2.040
N -0.760 0.632 2.882
C 1.978 0.058 -5.387
C 3.691 -1.197 -2.055
O -1.067 -0.608 0.411
H -5.184 0.496 4.165
C 1.755 2.585 0.906
H 1.706 0.763 -6.165
H 3.678 0.753 -0.781
H -1.677 -1.893 -8.091
H 2.823 -0.928 -2.668
H 0.640 -4.659 2.274
H -3.675 3.419 3.097
C -3.776 -1.234 3.080
H -0.415 -2.556 2.272
H 1.815 0.499 -4.394
O 4.332 1.091 -1.412
H -0.604 1.599 -3.101
C -3.655 2.021 4.532
H -0.029 4.802 -3.926
H 0.553 2.731 -1.785
S -0.500 -0.506 -0.919
C -0.049 -1.328 -6.084
H 3.062 -1.777 -6.287
C 0.662 3.082 -2.822
O -3.273 -0.269 3.988
H 2.900 4.102 2.115

=====

Repeat the second record exactly.
85
Properties=species:S:1:pos:R:3 method="wB97M-V/def2-TZVPD" total_charge=0 de_lowest_kj_mol=2389.1 homo_lumo_gap_ev=7.485
H -2.498 0.235 0.971
H 0.872 1.272 -0.897
H -2.662 -3.257 2.302
H 0.208 2.752 -1.686
H 1.356 2.633 4.064
H -3.983 2.543 1.603
N 2.936 0.118 -1.993
H -3.162 -0.614 4.497
H 4.014 0.460 1.187
C 6.126 -0.723 -0.063
C -2.733 -1.133 2.634
H 1.799 -1.908 -3.239
H -0.799 -5.121 1.459
H 0.470 -0.128 2.984
H -3.883 -2.481 1.326
H 1.534 3.529 -0.537
H -2.819 3.370 2.434
H 0.602 0.323 1.458
N -1.109 -1.082 -1.002
H 0.094 -5.360 0.053
H -0.562 1.196 -4.522
O -1.116 -3.040 -0.950
C 1.441 0.554 -0.305
O -2.536 1.273 2.514
H 0.937 -1.148 -2.017
N 0.912 0.559 2.390
C -2.880 -2.354 1.733
H -2.566 2.690 0.856
H 2.923 -0.876 -1.819
N -3.553 -1.248 3.815
H -1.789 0.196 -4.169
C 1.256 -0.983 -3.046
N -0.648 0.871 -0.226
H -0.424 3.041 4.189
C 3.834 0.045 0.195
C 0.328 2.276 3.996
H -0.133 3.781 1.835
C 2.838 0.729 -0.718
C -0.775 0.390 -3.820
H -4.134 0.282 1.784
H 2.036 -0.229 -3.148
H -0.918 1.078 -1.177
C -2.927 2.452 1.857
O 5.043 0.064 -0.570
H 0.114 -2.862 0.627
H 5.928 -1.789 0.055
H 1.134 -0.489 -0.381
C -0.727 -0.352 0.026
H 3.943 0.166 -2.040
C 0.049 1.740 2.629
H -0.511 -1.761 -3.743
C 0.082 -0.868 -3.940
H 1.495 3.082 1.711
H 6.846 -0.745 -0.881
H -1.703 -1.125 2.989
C -0.813 -4.864 0.400
H -3.390 -2.192 4.134
H 6.596 -0.277 0.813
H 3.608 -1.012 0.333
O -1.056 0.773 -2.484
H -0.155 4.196 -0.833
H 0.649 -2.150 -5.297
C 0.430 2.877 1.602
H -1.715 -5.305 -0.025
C 0.497 3.323 -0.804
C -3.060 0.138 1.900
H -0.288 1.507 0.471
H -0.541 2.736 -2.460
H -1.524 -2.788 0.995
H 3.070 1.793 -0.757
H 0.021 -0.822 -6.047
C -1.447 2.145 -2.325
O 0.071 2.515 0.295
H 0.183 1.517 4.765
N 0.627 -1.141 -5.304
H -1.097 -0.658 -1.919
H -1.060 -2.089 -0.932
C -0.831 -3.334 0.356
H -1.777 2.504 -1.350
H 1.340 0.898 0.724
H -2.241 -2.264 0.855
O -0.400 -0.781 1.118
H -1.018 1.519 2.635
H -2.020 -3.267 -1.180
H -2.264 2.479 -2.964